Arrangement P

DFT (ωB97M-V with the def2-TZVPD basis set) results for an isolated molecule of C21H27N3O3S.

Summary:
2S+1: 1
Net charge: 0
Lowest unoccupied orbital energy in eV: 0.49
Structure (SMILES): CCOc1cc(NC(=S)NCCc2ccccc2)c(OCC)cc1NC(C)=O

Cartesian coordinates (Å):
C  -2.59940  -4.49362  0.13954
C  -3.32267  -3.25625  0.65561
O  -2.48208  -2.34767  1.35850
C  -1.56016  -1.67460  0.57127
C  -0.30375  -2.19377  0.32227
C  0.63967  -1.51281  -0.44330
N  1.88341  -2.14631  -0.62770
C  3.14211  -1.69924  -0.31447
S  4.29499  -2.83141  0.04636
N  3.38141  -0.38578  -0.34629
C  4.51690  0.26261  0.25062
C  4.13696  0.85497  1.62379
C  2.80793  1.55208  1.53205
C  1.65781  0.93761  2.01226
C  0.41950  1.53613  1.86183
C  0.31133  2.75518  1.21543
C  1.45175  3.37703  0.73396
C  2.69024  2.78066  0.89262
C  0.26994  -0.28384  -1.02084
O  1.18812  0.33343  -1.82420
C  0.85107  1.52532  -2.51594
C  -0.04946  1.27500  -3.71928
C  -0.97732  0.25423  -0.74235
C  -1.88970  -0.41184  0.06311
N  -3.13130  0.11777  0.41254
C  -3.66322  1.33504  0.10677
C  -5.00928  1.55425  0.76464
O  -3.13309  2.15117  -0.61370
H  -2.07761  -4.98955  0.95412
H  -3.32448  -5.18266  -0.28487
H  -1.88109  -4.22438  -0.63137
H  -3.81410  -2.74012  -0.18223
H  -4.08017  -3.54332  1.38992
H  -0.03913  -3.14602  0.75674
H  1.83400  -3.15396  -0.52656
H  2.62947  0.21646  -0.64918
H  5.31534  -0.47364  0.36259
H  4.85025  1.05720  -0.42248
H  4.91950  1.54698  1.93800
H  4.07550  0.04516  2.35196
H  1.73200  -0.02074  2.50645
H  -0.46243  1.04328  2.24330
H  -0.65656  3.21479  1.08136
H  1.37541  4.33097  0.23212
H  3.57640  3.27264  0.51678
H  0.40553  2.25433  -1.83015
H  1.81805  1.91156  -2.85126
H  0.41168  0.54389  -4.37881
H  -0.19023  2.20429  -4.26364
H  -1.02128  0.90017  -3.41011
H  -1.26876  1.21117  -1.13637
H  -3.63706  -0.47300  1.06218
H  -5.70818  0.77686  0.46323
H  -5.39957  2.52260  0.46575
H  -4.90418  1.52969  1.84741

These are the Löwdin partial charges, in e, on atoms 1 to 4: -0.069, -0.243, -0.083, -0.227

Arrangement Q

DFT (ωB97M-V with the def2-TZVPD basis set) results for an isolated molecule of C21H27N3O3S.

Summary:
2S+1: 1
Net charge: 0
Lowest unoccupied orbital energy in eV: -0.55
Structure (SMILES): O=C(NC1CCCCCC1)[C@H]1CCCN1S(=O)(=O)c1cccc2cccnc12

Cartesian coordinates (Å):
O  -1.76390  -2.79439  1.22560
C  -1.31117  -1.69016  0.99979
N  -2.02202  -0.57174  0.83981
C  -3.46065  -0.55011  0.66059
C  -4.02609  0.73271  1.29777
C  -5.18112  1.37164  0.52878
C  -4.77869  2.06074  -0.79241
C  -3.37273  1.74790  -1.30557
C  -3.17578  0.30105  -1.75769
C  -3.79861  -0.73760  -0.82568
C  0.20817  -1.41779  0.86482
C  1.03953  -2.70415  0.95541
C  1.94456  -2.67904  -0.27791
C  1.14383  -1.84122  -1.27486
N  0.44546  -0.86417  -0.46381
S  0.88743  0.72375  -0.54513
O  1.07540  1.07298  -1.91587
O  -0.12855  1.44134  0.19056
C  2.41258  0.96859  0.38698
C  2.33630  1.61139  1.58949
C  3.49674  1.87382  2.33516
C  4.72166  1.51016  1.84762
C  4.83192  0.85241  0.60572
C  6.06662  0.46191  0.04511
C  6.08155  -0.17992  -1.16299
C  4.85340  -0.45206  -1.79301
N  3.69475  -0.11043  -1.30470
C  3.65245  0.55370  -0.13691
H  -1.51858  0.27004  0.57581
H  -3.84825  -1.42729  1.19235
H  -3.22178  1.46111  1.40569
H  -4.37473  0.49532  2.30533
H  -5.64113  2.11653  1.18234
H  -5.94198  0.61183  0.34385
H  -5.50058  1.79903  -1.56902
H  -4.83895  3.14265  -0.65405
H  -2.63100  1.99950  -0.54855
H  -3.17237  2.39966  -2.15974
H  -2.10266  0.11731  -1.85350
H  -3.61997  0.16657  -2.74756
H  -4.88176  -0.74018  -0.94306
H  -3.43984  -1.72755  -1.11823
H  0.49108  -0.67514  1.61835
H  0.34851  -3.54909  0.91861
H  1.60213  -2.75890  1.88538
H  2.88977  -2.18398  -0.05107
H  2.15662  -3.67586  -0.65786
H  0.39860  -2.45731  -1.78814
H  1.75662  -1.31451  -2.00384
H  1.36864  1.93174  1.94316
H  3.41190  2.37737  3.28584
H  5.62421  1.72497  2.40177
H  6.98080  0.67567  0.58130
H  7.00574  -0.48733  -1.62653
H  4.82595  -0.98347  -2.73531

These are the Löwdin partial charges, in e, on atoms 1 to 4: 0.068, -0.437, 0.110, -0.285

Relative energy table, unit hartree: arrangement P 0.0000; arrangement Q 0.0083

Arrangement P

DFT (ωB97M-V with the def2-TZVPD basis set) results for a structure of composition F8N4O16PtS8.

Summary:
2S+1: 3
Net charge: -2
Lowest unoccupied orbital energy (alpha / beta) in eV: 3.32 / 0.59
⟨S²⟩: 2.004

Cartesian coordinates (Å):
Pt  -0.72641  0.81424  -0.20155
N  3.04707  3.11450  -0.52857
S  3.80593  2.33057  0.64719
O  3.19133  1.00542  0.91672
O  4.42850  3.14002  1.72179
F  5.16309  1.82551  -0.19764
S  1.72241  3.34175  0.69237
O  1.90843  4.08328  1.93873
O  0.75997  2.23625  0.65836
F  0.99063  4.38724  -0.23042
N  -0.80508  -0.02000  1.69798
S  -1.79176  -0.22633  3.07306
O  -1.24228  -0.08024  4.38978
O  -2.82991  -1.29545  2.92922
F  -2.76248  1.13224  2.87743
S  0.42124  -0.64733  2.32539
O  0.37079  -1.95433  2.96165
O  1.26996  0.39421  2.84422
F  1.10980  -1.05217  0.88573
N  -3.28068  -2.93584  0.68798
S  -2.82766  -2.14555  -0.76744
O  -2.53374  -2.84345  -2.04171
O  -2.13793  -0.88074  -0.57093
F  -4.25415  -1.58544  -1.09760
S  -2.18435  -4.05427  0.48737
O  -0.75310  -3.66424  0.35687
O  -2.55697  -5.18106  -0.38407
F  -2.29281  -4.74292  2.00018
N  -0.02502  0.56705  -2.12471
S  0.46406  1.75732  -3.33389
O  -0.09965  1.70736  -4.64616
O  1.78458  2.30599  -3.13112
F  -0.33045  2.88328  -2.63963
S  0.62213  -0.54521  -2.98998
O  2.04859  -0.44415  -3.28299
O  -0.17164  -1.11877  -4.06259
F  0.49767  -1.60884  -1.86092

These are the Löwdin partial charges, in e, on atoms 1 to 4: 1.342, -0.204, 0.514, -0.319

Arrangement Q

DFT (ωB97M-V with the def2-TZVPD basis set) results for a structure of composition F8N4O16PtS8.

Summary:
2S+1: 3
Net charge: -2
Lowest unoccupied orbital energy (alpha / beta) in eV: 2.93 / 1.45
⟨S²⟩: 2.005

Cartesian coordinates (Å):
Pt  29.56506  -2.67618  2.01475
N  27.94513  -1.42771  2.05994
S  26.77498  -0.98543  2.99962
O  25.62031  -1.82162  2.99283
O  26.69864  0.40858  3.34205
F  27.46405  -1.49805  4.37081
S  27.27509  -0.56024  0.74396
O  27.72991  0.78929  0.51545
O  25.91455  -0.81040  0.35300
F  28.07684  -1.35738  -0.38576
N  30.91055  -2.19573  0.49120
S  31.51849  -3.02401  -0.88464
O  32.88749  -3.43583  -0.73946
O  30.82463  -2.78732  -2.11395
F  30.67916  -4.35774  -0.47960
S  31.46187  -0.84443  -0.07274
O  30.80622  -0.25524  -1.21760
O  32.79289  -0.43726  0.26540
F  30.67465  -0.00225  1.09415
N  30.58425  -0.01350  5.30218
S  30.92477  -1.63043  5.21779
O  32.02621  -2.18281  5.96840
O  30.61376  -2.23501  3.93154
F  29.65959  -2.05166  6.06514
S  32.03105  0.42851  5.45268
O  32.96491  0.14621  4.39066
O  32.50146  0.38276  6.80920
F  31.78650  2.02010  5.30435
N  29.29241  -4.68378  2.34574
S  28.02805  -5.60223  1.65800
O  26.77669  -5.64090  2.34596
O  28.33689  -6.67415  0.75311
F  27.71145  -4.38986  0.65603
S  29.74132  -5.85711  3.27313
O  30.53550  -6.91803  2.70814
O  28.86381  -6.09230  4.39595
F  30.88299  -5.01432  4.05628

These are the Löwdin partial charges, in e, on atoms 1 to 4: 1.329, -0.431, 0.453, -0.239

Relative energy table, unit hartree: arrangement P 0.0707; arrangement Q 0.0000

Arrangement P

DFT (ωB97M-V with the def2-TZVPD basis set) results for a cluster of 2 separate species, C2H2Cl2I2 in total.

Summary:
2S+1: 1
Net charge: 0
Lowest unoccupied orbital energy (alpha / beta) in eV: -0.88 / -0.88

Cartesian coordinates (Å):
C  -0.36744  -0.96362  -1.44223
C  -2.57885  -0.30454  -1.06872
Cl  0.55957  -0.26731  -0.14248
Cl  -3.47954  -0.53526  -2.47545
I  -3.26173  -1.38076  0.70086
I  -2.29991  1.72359  -0.35949
H  -0.13663  -0.60697  -2.36315
H  -0.50306  -2.04749  -1.23553

These are the Löwdin partial charges, in e, on atoms 1 to 4: -0.508, -1.763, 0.491, 0.487

Arrangement Q

DFT (ωB97M-V with the def2-TZVPD basis set) results for a structure of composition C2H2Cl2I2.

Summary:
2S+1: 1
Net charge: 0
Lowest unoccupied orbital energy in eV: -1.12

Cartesian coordinates (Å):
C  0.84357  0.00752  -0.67075
C  0.37275  -3.93653  0.72649
Cl  1.43654  -0.70322  0.88450
Cl  -0.18934  -5.15253  -0.17698
I  0.48598  -4.45182  2.77926
I  -0.24848  -1.58821  -1.64984
H  0.17228  0.92973  -0.68675
H  1.69197  0.32806  -1.18472

These are the Löwdin partial charges, in e, on atoms 1 to 4: -1.019, -1.244, 0.407, 0.518

Relative energy table, unit hartree: arrangement P 0.0000; arrangement Q 0.0280

Arrangement P

DFT (ωB97M-V with the def2-TZVPD basis set) results for a cluster of 4 separate species, C16H24O12 in total.

Summary:
2S+1: 1
Net charge: 0
Lowest unoccupied orbital energy in eV: 0.29
Structure (SMILES): C[C@H]1COC(=O)O1.C[C@H]1COC(=O)O1.C[C@H]1COC(=O)O1.C[C@H]1COC(=O)O1

Cartesian coordinates (Å):
C  -1.68482  5.12619  -3.95878
C  -1.71382  5.30111  -5.52596
C  -3.00241  5.87495  -6.03256
O  -2.67479  7.00682  -6.69679
C  -1.36821  7.29168  -6.62420
O  -0.89244  8.18948  -7.27687
O  -0.78083  6.30400  -5.88168
H  -0.89474  5.68886  -3.46152
H  -1.49826  4.08088  -3.71256
H  -2.66598  5.31928  -3.52504
H  -1.49244  4.37812  -6.06184
H  -3.56003  6.32964  -5.21377
H  -3.79485  5.28141  -6.48845
C  1.54694  -1.21997  1.91152
C  1.91201  0.06827  1.14504
C  1.10377  0.19800  -0.05076
O  1.10868  1.61528  -0.16276
C  1.44260  2.25286  0.93834
O  1.46978  3.45282  1.15112
O  1.63322  1.30808  1.81302
H  1.42037  -0.84760  2.92810
H  2.44508  -1.79938  1.69770
H  0.64414  -1.74169  1.59395
H  2.98084  0.24428  1.02375
H  0.07317  -0.13799  0.06347
H  1.72879  -0.39761  -0.71614
C  -6.32124  1.80094  -0.36859
C  -5.04339  1.29756  0.43421
C  -4.89497  -0.07269  0.95280
O  -4.54517  -0.77307  -0.22188
C  -4.07406  0.12187  -1.06630
O  -3.60314  -0.14339  -2.15341
O  -4.12447  1.29635  -0.58041
H  -6.83006  0.98072  -0.87498
H  -6.04819  2.47277  -1.18235
H  -7.04153  2.34808  0.23962
H  -4.82594  2.09253  1.14754
H  -5.69150  -0.49301  1.56677
H  -3.94392  -0.28463  1.44134
C  6.80210  -7.88541  5.12795
C  5.45125  -7.31418  4.73958
C  5.17603  -5.81893  4.99516
O  4.73446  -5.45022  3.76268
C  4.91979  -6.39233  2.83300
O  4.51463  -6.36915  1.73801
O  5.48446  -7.40963  3.35085
H  7.07075  -8.79055  4.58330
H  6.63659  -8.38020  6.08497
H  7.59553  -7.14275  5.04415
H  4.53924  -7.90861  4.79439
H  6.13821  -5.30819  4.95705
H  4.43879  -5.64165  5.77820

These are the Löwdin partial charges, in e, on atoms 1 to 4: 0.004, -0.282, -0.164, 0.072

Arrangement Q

DFT (ωB97M-V with the def2-TZVPD basis set) results for a cluster of 4 separate species, C16H24O12 in total.

Summary:
2S+1: 1
Net charge: 0
Lowest unoccupied orbital energy in eV: 0.13
Structure (SMILES): C[C@H]1COC(=O)O1.C[C@H]1COC(=O)O1.C[C@H]1COC(=O)O1.C[C@H]1COC(=O)O1

Cartesian coordinates (Å):
C  0.34897  4.59443  -3.89525
C  0.65098  3.62106  -2.78775
C  1.31023  2.32006  -3.28096
O  2.43637  2.18791  -2.42319
C  2.72380  3.35576  -1.81899
O  3.69607  3.58885  -1.18773
O  1.66715  4.20222  -1.95217
H  -0.32902  5.40335  -3.62303
H  -0.21716  4.08995  -4.69476
H  1.21434  5.01614  -4.40474
H  -0.26599  3.42503  -2.23035
H  1.61044  2.44769  -4.32629
H  0.72836  1.40293  -3.24265
C  2.65363  -3.14649  -4.20420
C  3.37495  -2.68725  -2.95244
C  2.82353  -1.42000  -2.27051
O  2.88619  -1.78614  -0.88609
C  2.82454  -3.12361  -0.77753
O  2.49728  -3.73310  0.18268
O  3.18901  -3.70240  -1.95618
H  2.98507  -4.16150  -4.42462
H  2.89773  -2.49755  -5.04286
H  1.58332  -3.21957  -4.01278
H  4.44112  -2.55782  -3.14618
H  1.81944  -1.15918  -2.60046
H  3.51434  -0.59209  -2.40112
C  -3.35640  -1.41833  4.24442
C  -3.39918  -1.98463  5.63664
C  -2.05788  -2.39164  6.25500
O  -1.89387  -1.51343  7.36620
C  -2.98758  -0.73258  7.52281
O  -3.11477  0.05464  8.39929
O  -3.88324  -0.96146  6.54751
H  -2.59619  -0.64243  4.13272
H  -4.32293  -1.02610  3.94097
H  -3.05179  -2.22927  3.57464
H  -4.16868  -2.75384  5.69635
H  -1.21379  -2.28281  5.57670
H  -2.09132  -3.41563  6.62589
C  0.48826  0.60014  -0.32646
C  -0.97098  0.21449  -0.21310
C  -1.72124  0.81371  0.98453
O  -2.80308  1.51907  0.38228
C  -2.84908  1.28511  -0.94143
O  -3.70824  1.65342  -1.67442
O  -1.74246  0.59198  -1.33637
H  1.07777  0.11975  0.45002
H  0.61230  1.68490  -0.34170
H  0.84552  0.23667  -1.28881
H  -0.98311  -0.87480  -0.10023
H  -1.12667  1.53180  1.55292
H  -2.04610  0.05261  1.69377

These are the Löwdin partial charges, in e, on atoms 1 to 4: -0.033, -0.304, -0.093, 0.036

Relative energy table, unit hartree: arrangement P 0.1606; arrangement Q 0.0000